Formula: H80O40
Source: OMol25
Level of theory: the ωB97M-V functional and the def2-TZVPD basis

Each line ends with the Löwdin charge.
Cartesian coordinates (Å):
H: 1.341 -5.480 -3.726  -0.01
H: 1.942 -4.087 -4.340  0.04
O: 1.314 -4.815 -4.372  -0.05
H: 1.589 0.059 -5.419  -0.03
H: 3.068 0.040 -5.434  0.00
O: 2.362 -0.228 -4.907  -0.04
H: -6.150 -1.125 -1.131  0.01
H: -6.478 -0.673 -2.466  0.10
O: -5.989 -0.337 -1.646  -0.06
H: -4.974 -2.945 -1.588  -0.01
H: -4.269 -4.367 -1.014  0.00
O: -4.320 -3.486 -1.254  0.02
H: -0.497 5.035 -3.870  0.05
H: 0.038 3.784 -3.411  0.04
O: -0.812 4.235 -3.507  -0.04
H: -1.126 0.439 2.999  -0.05
O: -0.392 0.034 2.607  -0.06
H: -0.501 -3.230 3.111  0.05
O: -1.041 -3.535 3.887  -0.07
H: 5.600 -1.374 1.406  0.03
H: 5.551 -2.743 1.073  -0.01
O: 6.185 -2.173 1.455  -0.04
H: -2.243 4.741 -2.630  0.00
H: -3.155 5.433 -1.449  0.00
O: -2.363 5.392 -1.930  -0.06
H: -0.417 -4.768 -1.187  0.00
H: 0.260 -6.211 -0.766  0.04
O: 0.352 -5.324 -1.082  -0.08
H: 3.763 -2.803 1.847  0.00
H: 3.789 -4.205 2.502  0.06
O: 3.593 -3.271 2.676  -0.05
H: -2.829 0.126 2.226  0.07
O: -3.038 -0.369 1.355  -0.11
H: 2.620 -0.153 -1.213  -0.05
H: 3.394 0.233 -2.493  -0.01
O: 3.092 0.487 -1.639  0.00
H: -2.514 -5.237 1.163  0.02
H: -2.105 -5.349 -0.130  -0.03
O: -2.369 -5.992 0.524  -0.07
H: -0.810 6.476 -0.505  0.00
H: -0.188 5.737 -1.567  0.01
O: 0.098 6.347 -0.837  -0.09
H: -3.761 1.374 -3.959  0.03
H: -2.772 2.159 -3.149  0.06
O: -2.876 1.237 -3.577  -0.11
H: -4.150 0.033 -1.008  0.00
H: -2.963 0.659 -0.128  0.02
O: -3.710 0.859 -0.785  -0.10
H: -2.484 6.000 0.794  0.02
H: -2.922 4.767 1.585  0.00
O: -3.220 5.494 1.094  0.01
H: 4.142 -0.785 5.102  0.08
O: 3.509 -1.542 4.941  -0.08
H: 2.575 2.634 -5.393  0.06
H: 1.028 2.633 -5.307  0.01
O: 1.774 3.217 -5.458  -0.06
H: 1.666 1.937 -0.311  -0.03
O: 1.480 2.145 0.597  -0.04
H: -0.326 -0.617 -6.169  0.10
H: -0.464 0.909 -6.351  0.05
O: 0.173 0.196 -6.447  -0.05
H: -0.333 2.803 -1.571  0.01
H: -1.195 2.896 -0.324  0.05
O: -1.009 3.342 -1.185  -0.06
H: 2.159 -2.590 -0.636  -0.02
H: 1.685 -2.020 -1.843  0.05
O: 2.539 -2.183 -1.400  -0.05
H: -0.027 -2.671 -0.150  0.06
H: 0.338 -3.074 1.171  0.00
O: 0.694 -2.525 0.486  -0.04
H: 0.385 5.927 2.592  0.01
H: -0.379 4.709 2.323  0.03
O: 0.409 5.027 2.834  -0.04
H: -3.926 -4.508 3.357  0.02
H: -2.349 -4.447 3.085  -0.01
O: -3.209 -4.752 2.822  -0.03
H: -2.503 -6.069 -2.454  0.04
H: -2.137 -4.509 -2.722  0.05
O: -1.935 -5.351 -2.336  -0.01
H: -1.379 0.221 -0.626  0.09
H: 0.114 0.417 -0.550  0.05
O: -0.675 0.703 -0.109  -0.07
H: 6.117 1.417 2.067  0.08
H: 4.529 1.752 2.008  0.03
O: 5.224 1.057 1.944  -0.08
H: 3.195 1.684 5.834  0.08
H: 1.973 2.436 5.286  0.06
O: 2.900 2.611 5.564  -0.08
H: -5.770 -2.003 2.093  0.08
O: -5.270 -2.090 1.244  -0.06
H: 1.381 -5.201 1.237  0.07
H: 0.069 -5.957 1.525  0.12
O: 0.419 -5.057 1.161  -0.12
H: 3.725 -1.725 4.012  0.00
H: -0.874 -0.153 1.735  0.03
H: 0.550 1.846 0.765  0.02
H: -1.147 -2.656 4.340  0.08
H: -4.000 -0.525 1.228  0.04
H: -5.032 -3.013 1.357  0.03
O: -2.358 2.107 3.151  -0.02
H: -1.906 2.943 3.080  0.04
H: -3.308 2.258 3.116  0.06
O: 4.059 3.241 3.198  -0.09
H: 3.578 4.046 2.807  0.10
H: 3.405 3.006 3.862  -0.02
O: 3.223 -0.632 1.720  -0.05
H: 3.842 0.106 1.662  -0.02
H: 2.678 -0.107 2.314  0.04
O: 5.624 0.671 -3.725  -0.11
H: 6.180 -0.069 -3.384  0.05
H: 4.917 0.770 -2.957  0.06
O: 2.297 3.421 -2.145  -0.03
H: 2.909 3.884 -2.722  0.05
H: 2.644 3.066 -1.346  0.00
O: -5.286 3.334 0.528  -0.11
H: -4.613 3.984 0.072  0.07
H: -5.307 2.453 0.143  0.00
O: 1.273 -0.141 5.143  -0.13
H: 1.052 -1.094 5.491  0.09
H: 1.768 -0.645 4.443  0.01

**Orbital gap**: 9.29 eV
**Multiplicity**: 1
**DFT total energy**: -3057.31309 Ha
**Net charge**: 0

Formula: H80O40
Source: OMol25
Level of theory: the ωB97M-V functional and the def2-TZVPD basis

Each line ends with the Löwdin charge.
Cartesian coordinates (Å):
H: 0.007 -6.000 0.775  0.08
H: 0.371 -5.212 -0.677  0.02
O: 0.240 -5.098 0.344  -0.15
H: -2.681 2.439 -1.012  -0.08
H: -3.560 2.720 0.085  0.04
O: -2.923 3.171 -0.574  -0.03
H: -0.648 5.102 -1.919  0.07
H: -2.041 4.908 -1.763  -0.07
O: -1.512 5.113 -2.443  -0.01
H: -3.055 -2.178 5.007  -0.02
H: -4.425 -2.218 4.246  0.11
O: -3.654 -1.599 4.633  -0.07
H: -0.626 -1.215 -1.256  0.02
H: -1.767 -2.314 -1.139  0.08
O: -1.156 -1.839 -1.825  -0.09
H: 0.808 -4.285 -5.278  -0.01
O: 0.998 -3.913 -4.484  -0.04
H: 2.033 4.777 1.957  -0.02
O: 1.321 4.905 1.430  -0.01
H: 0.514 -5.110 -2.794  0.07
H: 1.822 -4.536 -1.941  0.03
O: 1.245 -5.275 -2.147  -0.06
H: 3.459 -2.188 3.948  0.04
H: 3.608 -2.525 2.356  0.08
O: 3.466 -2.835 3.292  -0.05
H: 0.152 3.584 -1.000  0.00
H: 1.107 2.310 -0.884  0.05
O: 0.372 2.845 -0.491  -0.03
H: 3.023 -1.654 -1.350  0.00
H: 1.807 -2.502 -1.029  0.06
O: 2.191 -1.892 -1.644  0.00
H: 2.098 1.821 -4.420  0.03
O: 2.340 1.012 -4.900  -0.02
H: 4.590 -0.951 -2.999  0.04
H: 3.320 -0.014 -3.075  0.11
O: 4.045 -0.464 -2.443  -0.09
H: -1.664 -2.609 -4.699  0.02
H: -2.833 -2.564 -3.853  0.06
O: -2.520 -2.182 -4.691  -0.06
H: -2.514 -2.312 1.589  0.02
H: -1.118 -2.582 1.554  -0.02
O: -1.864 -2.590 1.000  -0.02
H: 5.336 0.541 1.289  0.00
H: 6.628 -0.185 1.185  0.06
O: 6.175 0.457 1.775  -0.08
H: -1.207 0.769 4.407  0.04
H: 0.424 0.812 4.427  0.01
O: -0.376 0.944 4.978  -0.12
H: 3.077 1.922 3.300  -0.01
H: 2.361 1.219 2.137  0.03
O: 2.215 1.518 3.045  -0.07
H: 4.468 1.922 -0.937  0.09
O: 4.701 0.928 -0.839  -0.11
H: -0.167 -1.245 2.435  0.06
H: 0.582 -2.432 2.850  0.05
O: -0.340 -2.086 2.985  -0.07
H: -1.027 1.686 2.361  0.03
O: -1.677 1.142 2.747  -0.08
H: 0.562 -1.574 -3.661  -0.07
H: 0.118 -1.102 -5.022  0.09
O: 0.392 -0.813 -4.109  -0.03
H: 1.387 -0.227 -1.694  0.05
H: 2.106 1.064 -2.347  0.02
O: 1.436 0.767 -1.749  -0.04
H: 0.726 3.760 3.793  0.08
H: 0.427 2.956 5.115  -0.02
O: 1.050 3.578 4.774  -0.10
H: -4.366 3.552 1.497  -0.06
H: -4.732 4.971 0.983  0.09
O: -4.942 4.012 0.941  -0.01
H: -1.157 0.821 -2.327  -0.04
H: -0.853 2.201 -1.781  -0.03
O: -1.466 1.636 -2.189  0.03
H: -4.004 -0.273 1.034  -0.01
H: -4.318 1.283 0.530  0.01
O: -3.849 0.661 1.142  -0.10
H: 2.875 -4.818 1.254  0.10
H: 3.739 -4.213 2.250  -0.04
O: 3.711 -4.184 1.313  -0.11
H: 2.224 2.627 1.156  0.04
H: 3.478 3.068 1.603  -0.10
O: 3.054 3.040 0.856  0.00
H: 3.210 -0.634 -5.155  -0.05
H: 2.963 -1.677 -4.047  0.01
O: 3.270 -1.518 -4.956  -0.03
H: 4.608 1.535 2.933  0.13
H: 4.708 2.563 3.987  0.07
O: 4.573 2.608 3.049  -0.07
H: -5.617 -1.854 0.262  0.18
O: -5.069 -1.688 1.179  0.00
H: -3.713 2.909 2.592  0.04
H: -3.360 1.829 3.947  0.10
O: -4.014 2.172 3.234  -0.12
H: 3.799 0.586 -0.985  0.00
H: 1.921 -3.504 -4.797  0.12
H: -2.502 0.821 2.352  0.02
H: 1.704 4.780 0.563  0.04
H: 2.134 1.170 -5.743  -0.01
H: -5.620 -1.619 1.820  -0.06
O: -0.168 0.142 0.897  -0.07
H: -0.332 1.093 0.587  0.06
H: -1.009 -0.306 0.753  0.02
O: -3.377 -4.706 0.378  0.00
H: -4.105 -4.419 0.584  -0.16
H: -2.596 -4.145 0.765  0.06
O: 1.280 -4.599 3.077  0.02
H: 0.809 -5.307 3.436  0.04
H: 1.951 -4.126 3.393  -0.07
O: 0.695 2.573 -3.888  0.09
H: 0.281 1.891 -3.551  -0.06
H: 0.134 3.066 -4.335  0.01
O: -3.806 -0.447 -3.397  -0.08
H: -4.363 -0.251 -4.189  0.07
H: -2.997 -0.686 -3.879  0.00
O: -4.812 1.158 -0.992  -0.06
H: -5.328 0.300 -0.975  0.10
H: -4.319 1.219 -1.823  0.05
O: -1.548 4.907 2.250  -0.02
H: -0.606 5.052 2.048  0.01
H: -1.927 4.357 1.629  -0.05

**Orbital gap**: 9.38 eV
**Multiplicity**: 1
**DFT total energy**: -3057.15808 Ha
**Net charge**: 0

So what do the calculations give for relative energy (zero: lowest compared OMol25 entry of this formula, charge and spin)? Going down the list: 1166.4 1573.4 kJ/mol.
So what do the calculations give for largest force on an atom? Going down the list: 4.83 14.94 eV/A.